ORCA calculation (wB97M-V/def2-TZVPD) on C7H14S in the gas phase at a distorted geometry.

ΔE to the lowest compared entry with this formula, charge and spin   145.04 kcal per mole
Spin multiplicity   1
SMILES   CCC/C=C(/C)CS
HOMO energy   -8.6 eV
Lowest unoccupied orbital energy   0.6 eV

Each line ends with the natural charge from an NBO analysis.
Atoms and positions in Å:
C 2.1252 -1.1396 0.9752  -0.678
C 2.3777 -0.0744 -0.2617  -0.420
C 0.9923 -0.3060 -1.2806  -0.415
C -0.1801 0.6575 -0.9170  -0.171
C -1.2342 0.7616 0.0066  -0.082
C -1.8726 1.9697 0.4930  -0.643
C -1.7021 -0.4435 0.7095  -0.468
H 3.1184 -1.7299 1.6060  0.230
H 1.6069 -2.1552 0.4560  0.205
H 1.4067 -0.8266 1.9584  0.233
H 2.4444 1.1166 0.0317  0.228
H 3.4801 -0.3333 -0.8867  0.225
H 0.8158 -1.2565 -1.0885  0.187
H 1.1409 -0.0812 -2.4213  0.222
H 0.0101 1.6295 -1.6858  0.189
H -2.7321 2.1142 -0.1628  0.237
H -2.2544 1.7254 1.6045  0.218
H -1.2357 2.9613 0.5066  0.230
H -0.8677 -1.3069 0.2660  0.222
H -1.8142 -0.6215 1.7950  0.242
H -2.4154 -1.3670 -1.3747  0.117
S -3.2099 -1.2941 -0.3293  -0.107

ORCA calculation (wB97M-V/def2-TZVPD) on a 2-piece molecular cluster, C7H14Si overall at a distorted geometry.

ΔE to the lowest compared entry with this formula, charge and spin   94.85 kcal per mole
Spin multiplicity   1
HOMO energy (spin up / spin down)   -8.0 / -8.7 eV
Lowest unoccupied orbital energy (spin up / spin down)   0.0 / 0.1 eV

Each line ends with the natural charge from an NBO analysis.
Atoms and positions in Å:
C 0.7437 -0.8007 -1.6532  -0.096
C 0.3753 0.1056 -0.8320  -0.346
C 1.2051 -1.3481 -2.9682  -0.403
C 0.8574 -2.3075 -1.7604  -0.433
C -0.3742 -0.7897 1.9411  -1.130
C -2.1623 1.2559 0.7266  -1.067
C 0.8500 2.0684 1.5681  -1.099
Si -0.2347 0.7328 0.8255  1.595
H 0.3318 1.9711 -1.8233  -0.088
H 0.5030 -1.4381 -3.7621  0.233
H 2.2897 -1.3076 -3.1684  0.239
H 1.7319 -2.7884 -1.3494  0.218
H -0.0309 -2.8450 -1.4915  0.231
H -0.1737 -1.7684 1.4139  0.237
H 0.0978 -0.8152 2.9209  0.242
H -1.4718 -0.8880 1.9920  0.236
H -2.8008 0.4077 1.1359  0.225
H -2.4868 2.1087 1.3319  0.235
H -2.3689 1.4562 -0.3653  0.243
H 1.0272 1.7936 2.6950  0.239
H 1.7878 2.2402 1.1207  0.249
H 0.3034 2.9564 1.5021  0.239

ORCA calculation (wB97M-V/def2-TZVPD) on C7H15AsN as an isolated structure.

Spin multiplicity   1
HOMO energy   -3.3 eV
Lowest unoccupied orbital energy   3.7 eV
Charge   -1

Each line ends with the natural charge from an NBO analysis.
Atoms and positions in Å:
C -0.7866 -2.1727 -2.8050  -0.319
C -1.4086 -1.2699 -2.3203  0.057
C -2.0864 -0.1739 -1.6353  -0.500
C -1.2101 1.0854 -1.5500  -0.389
C 0.1300 0.8757 -0.8654  -0.739
As -0.0454 0.7528 1.1821  0.746
C 1.9315 0.1719 1.3781  -0.829
C 2.1707 -1.1280 2.0672  0.146
N 1.5420 -1.6001 3.0674  -0.666
H -0.2663 -3.0132 -3.2004  0.224
H -2.3473 -0.5069 -0.6315  0.254
H -2.9897 0.0689 -2.1973  0.214
H -1.7341 1.8819 -1.0188  0.210
H -1.0365 1.4468 -2.5702  0.179
H 0.7482 1.7537 -1.0726  0.193
H 0.6672 0.0139 -1.2630  0.195
H -0.4632 -0.7828 1.1114  -0.211
H -0.2131 0.7691 2.7769  -0.200
H 0.3793 2.3007 1.2788  -0.231
H -1.5979 1.1422 1.0489  -0.215
H 2.4881 0.9835 1.8508  0.219
H 2.3385 0.0886 0.3660  0.198
H 2.9785 -1.7544 1.6716  0.127
H 0.8112 -0.9331 3.3307  0.339

ORCA calculation (wB97M-V/def2-TZVPD) on an isolated ion of composition C7H15BFN5O3PS2 and charge +1 at a distorted geometry.

Spin multiplicity   1
SMILES   C=Cn1c(S(=O)(=O)F)nc(N(CNC)B(C)O)[n+]1[PH2]=S
HOMO energy   -12.6 eV
Lowest unoccupied orbital energy   -4.0 eV
Charge   +1

Each line ends with the natural charge from an NBO analysis.
Atoms and positions in Å:
C -4.1378 -0.8590 -1.8595  -0.222
C -2.8358 -1.1106 -2.0765  -0.150
N -1.8325 -0.9500 -1.0625  -0.189
C -1.4083 -1.8516 -0.1897  0.150
S -1.9709 -3.5378 -0.0154  2.421
O -3.1769 -3.4919 0.7145  -0.848
O -0.8872 -4.3193 0.4186  -0.828
F -2.2561 -3.8623 -1.5010  -0.451
N -0.4638 -1.4255 0.6071  -0.450
C -0.2458 -0.1490 0.2133  0.616
N 0.6828 0.5541 0.8075  -0.619
C 1.1384 1.9053 0.5365  -0.050
N 2.4451 2.0072 1.1839  -0.617
C 3.5369 2.2076 0.2234  -0.422
B 1.4454 -0.1491 1.9734  1.215
C 2.5814 -1.1616 1.6421  -1.053
O 0.9980 0.1480 3.2305  -0.929
N -1.1018 0.2141 -0.8117  -0.498
P -1.4254 1.6695 -1.7491  0.972
S -3.2225 2.3342 -1.7001  -0.452
H -4.6616 -0.2465 -2.5879  0.241
H -4.7137 -1.2214 -1.0134  0.232
H -2.5011 -1.5194 -3.0239  0.238
H 0.4596 2.6759 0.9061  0.208
H 1.2761 2.0373 -0.5390  0.183
H 2.3978 2.8064 1.8038  0.380
H 3.4731 3.1732 -0.2822  0.192
H 3.5234 1.4041 -0.5100  0.203
H 4.4920 2.1607 0.7400  0.227
H 3.5628 -0.7044 1.7468  0.266
H 2.4916 -2.0284 2.2968  0.269
H 2.4439 -1.5449 0.6295  0.232
H 1.4787 0.8974 3.6005  0.522
H -0.5295 2.6389 -1.3046  0.012
H -1.0563 1.2988 -3.0479  -0.001

ORCA calculation (wB97M-V/def2-TZVPD) on C7H15Cl2MnN as an isolated structure at a distorted geometry.

Spin multiplicity   5
Expectation value of S²   6.086
HOMO energy (spin up / spin down)   -1.9 / -3.3 eV
Lowest unoccupied orbital energy (spin up / spin down)   3.4 / 3.4 eV
Charge   -1

Each line ends with the Mulliken spin population.
Atoms and positions in Å:
Mn -0.3799 0.3475 -0.5343  3.947
Cl 0.6212 2.2795 -0.9161  0.082
Cl -2.3158 0.1498 0.5370  0.060
C -1.2728 0.2694 -2.1225  -0.305
H -2.2568 -0.2028 -2.1228  0.026
H -1.1062 1.1522 -2.7479  0.016
C 0.4310 -1.3570 -1.1128  0.094
C -0.0945 -0.8354 -2.3531  0.026
H -0.2415 -2.0048 -0.5250  -0.005
C 0.9137 -0.2862 -3.3757  0.000
H -0.6705 -1.6403 -2.8570  0.028
C 2.1445 -1.1770 -3.4650  -0.006
H 0.4291 -0.2169 -4.3562  0.008
H 1.1812 0.7332 -3.0715  -0.003
C 2.8225 -1.3007 -2.1083  0.009
H 1.8387 -2.1635 -3.8415  -0.006
H 2.8296 -0.8009 -4.2333  0.002
C 1.8965 -1.7144 -0.9470  0.014
H 3.6346 -2.0255 -2.2095  0.000
H 3.2889 -0.3532 -1.8032  0.001
H 1.9961 -2.7906 -0.8115  0.002
H 2.2689 -1.2547 -0.0196  0.001
N 0.3693 0.6086 1.6393  0.011
H -0.3326 1.3211 1.8756  -0.004
H 1.2820 1.0167 1.8426  0.000
H 0.2296 -0.1519 2.3066  -0.001

ORCA calculation (wB97M-V/def2-TZVPD) on an isolated ion of composition C7H15ClN and charge +1 at a distorted geometry.

ΔE to the lowest compared entry with this formula, charge and spin   124.84 kcal per mole
Spin multiplicity   1
SMILES   C[N+](C)=C(Cl)C(C)(C)C
HOMO energy (spin up / spin down)   -13.7 / -13.7 eV
Lowest unoccupied orbital energy (spin up / spin down)   -5.8 / -5.8 eV
Charge   +1

Each line ends with the natural charge from an NBO analysis.
Atoms and positions in Å:
C -0.2812 -0.7744 -0.2764  0.426
C 2.1584 -1.4029 -0.3741  -0.565
C 1.5308 0.9297 -1.0066  -0.563
C 1.3375 -0.1658 1.4407  -0.569
C -2.9341 -0.4200 -0.0722  -0.459
C -1.6685 1.6697 0.3059  -0.431
C 1.0843 -0.2878 -0.1180  -0.248
N -1.6717 0.2027 0.0368  -0.320
Cl -0.8339 -2.2238 -0.8208  0.272
H 3.0566 -0.9604 -0.6701  0.235
H 2.4024 -2.0216 0.5122  0.229
H 1.6970 -2.0652 -1.1395  0.212
H 2.5115 0.9729 -1.3303  0.244
H 1.2790 1.8159 -0.4431  0.224
H 1.0500 0.8289 -1.9047  0.221
H 2.1659 0.4189 1.6995  0.247
H 1.3748 -1.2527 1.9292  0.232
H 0.6214 0.4394 1.9332  0.212
H -2.7094 -1.1398 -0.9374  0.213
H -3.7903 0.2240 -0.3455  0.248
H -3.3659 -1.0100 0.7760  0.239
H -1.3013 2.0963 -0.6563  0.224
H -1.0788 2.0732 1.1653  0.238
H -2.6344 2.0530 0.2964  0.238

ORCA calculation (wB97M-V/def2-TZVPD) on a 2-piece molecular cluster, C7H15FNO5S2 overall at a distorted geometry.

Spin multiplicity   1
HOMO energy   -1.5 eV
Lowest unoccupied orbital energy   0.9 eV
Charge   -1

Each line ends with the natural charge from an NBO analysis.
Atoms and positions in Å:
F -3.8506 -1.4583 -1.6644  -0.365
C -3.0022 -0.8617 -2.5873  0.067
C -1.7319 -0.3768 -1.8906  -0.452
C -0.9887 -1.5574 -1.2508  -0.451
C 0.2042 -1.1395 -0.3735  0.038
S 1.1224 -2.6782 0.0808  -0.035
C -0.2165 -0.4288 0.9420  -0.099
O 0.6906 0.5774 1.2919  -0.399
C 0.5605 1.5941 0.3568  -0.090
C 1.1637 1.1590 -0.9936  -0.260
N 1.1822 -0.3437 -1.1877  -0.535
H -3.5129 -0.0198 -3.0602  0.172
H -2.7306 -1.6136 -3.3369  0.156
H -2.0343 0.3937 -1.1783  0.232
H -1.1066 0.0506 -2.6864  0.188
H -1.6751 -2.1120 -0.6086  0.253
H -0.6021 -2.2279 -2.0269  0.211
H 0.3186 -3.2193 1.0093  0.167
H -1.2373 -0.0389 0.8064  0.165
H -0.1973 -1.1469 1.7609  0.234
H 1.1539 2.4409 0.7166  0.279
H -0.4832 1.9293 0.2603  0.159
H 2.2049 1.4799 -1.0060  0.236
H 0.6371 1.6639 -1.8049  0.209
H 0.9785 -0.5201 -2.1715  0.424
H 2.1341 -0.6736 -1.0123  0.455
O 1.2594 2.1551 5.4333  -1.114
S 2.2099 1.8308 4.3392  2.567
O 3.0797 3.0032 4.0397  -1.126
O 1.4270 1.4854 3.0946  -1.165
O 3.0423 0.6531 4.7082  -1.124

ORCA calculation (wB97M-V/def2-TZVPD) on a 2-piece molecular cluster, C7H15IN5 overall at a distorted geometry.

Spin multiplicity   3
Expectation value of S²   2.037
HOMO energy (spin up / spin down)   -11.3 / -13.0 eV
Lowest unoccupied orbital energy (spin up / spin down)   -3.1 / -7.8 eV
Charge   +1

Each line ends with the Mulliken spin population.
Atoms and positions in Å:
C 0.1149 -1.3180 0.1019  -0.037
C 1.2154 0.9961 -0.2147  -0.077
C -0.0589 0.1685 -0.2537  -0.014
C 1.8339 4.3912 0.0239  0.011
C -2.1472 -4.2797 -0.0616  0.022
C 2.4084 3.0562 -0.5275  -0.007
C -1.3118 -3.2831 0.6317  -0.006
N 1.0744 -1.8284 0.7669  0.476
N 1.2654 2.1540 -0.7327  0.221
N 2.2958 0.3693 0.4448  0.246
N -1.0054 -2.0168 -0.0476  0.518
N 2.4506 -0.7870 0.8262  0.640
I -4.4662 0.7081 -0.5769  0.000
H -0.5716 0.3510 -1.2232  -0.007
H -0.5910 0.5845 0.5562  -0.003
H 1.7683 4.1989 1.0981  0.001
H 2.5504 5.2306 -0.0809  -0.001
H 0.8863 4.5303 -0.5523  0.001
H -1.7756 -4.3384 -1.0512  -0.005
H -2.2167 -5.1444 0.4296  0.000
H -3.1885 -3.8275 -0.1831  0.001
H 3.2142 2.6139 0.2326  0.007
H 2.8300 3.2678 -1.5157  0.005
H -1.8003 -2.8994 1.5516  0.045
H -0.2023 -3.6284 1.0475  0.020
H 3.1615 0.9237 0.4312  -0.024
H -1.7645 -1.6059 -0.6546  -0.034
H -5.9696 1.4133 -0.4663  0.000

> Which formula does entry 7 have?

C7H15FNO5S2

> Which formula does entry 7 have?

C7H15FNO5S2

What did the third record say?
ORCA calculation (wB97M-V/def2-TZVPD) on C7H15AsN as an isolated structure.

Spin multiplicity   1
HOMO energy   -3.3 eV
Lowest unoccupied orbital energy   3.7 eV
Charge   -1

Each line ends with the natural charge from an NBO analysis.
Atoms and positions in Å:
C -0.7866 -2.1727 -2.8050  -0.319
C -1.4086 -1.2699 -2.3203  0.057
C -2.0864 -0.1739 -1.6353  -0.500
C -1.2101 1.0854 -1.5500  -0.389
C 0.1300 0.8757 -0.8654  -0.739
As -0.0454 0.7528 1.1821  0.746
C 1.9315 0.1719 1.3781  -0.829
C 2.1707 -1.1280 2.0672  0.146
N 1.5420 -1.6001 3.0674  -0.666
H -0.2663 -3.0132 -3.2004  0.224
H -2.3473 -0.5069 -0.6315  0.254
H -2.9897 0.0689 -2.1973  0.214
H -1.7341 1.8819 -1.0188  0.210
H -1.0365 1.4468 -2.5702  0.179
H 0.7482 1.7537 -1.0726  0.193
H 0.6672 0.0139 -1.2630  0.195
H -0.4632 -0.7828 1.1114  -0.211
H -0.2131 0.7691 2.7769  -0.200
H 0.3793 2.3007 1.2788  -0.231
H -1.5979 1.1422 1.0489  -0.215
H 2.4881 0.9835 1.8508  0.219
H 2.3385 0.0886 0.3660  0.198
H 2.9785 -1.7544 1.6716  0.127
H 0.8112 -0.9331 3.3307  0.339